[1]
Entry from the OMol25 dataset: C52H57Cl2CuN3O5 as an isolated structure (wB97M-V/def2-TZVPD).

Last column: Löwdin charge in e.
Atoms and positions in Å:
C1 4.44103 9.93546 -0.38190  0.06
N1 4.28543 8.55532 -0.89548  -0.09
C2 4.92715 7.55809 -0.23647  0.09
C3 4.66936 6.22961 -0.76394  0.06
C4 3.81328 5.99683 -1.79469  -0.15
C5 3.13858 7.08878 -2.37782  0.06
C6 3.36196 8.34972 -1.87670  0.03
C7 3.58712 4.65217 -2.36901  -0.10
C8 3.51747 4.39711 -3.78383  0.09
C9 3.38251 3.07376 -4.21380  0.01
N2 3.41465 2.07201 -3.34556  -0.03
C10 3.58449 2.31719 -2.03238  -0.02
C11 3.57033 3.55614 -1.51355  0.02
C12 2.92562 0.65769 -3.83921  0.10
H1 3.46025 10.39124 -0.51769  0.12
H2 5.33882 10.29812 -0.88245  0.13
H3 4.62165 9.76605 0.67959  0.11
H4 5.56474 7.84200 0.58771  0.15
H5 5.10783 5.35415 -0.30820  0.13
H6 2.43172 6.95129 -3.18271  0.14
H7 2.65547 9.12653 -2.12939  0.16
H8 3.65458 5.30975 -4.34481  0.13
H9 3.28498 2.82230 -5.25958  0.16
H10 3.51793 1.46525 -1.37194  0.10
H11 3.55970 3.74140 -0.44961  0.13
H12 3.74809 0.23920 -4.41930  0.10
H13 2.10346 0.74651 -4.54933  0.11
H14 2.82296 0.11158 -2.90149  0.07
Cu1 3.02624 0.46037 1.31645  0.61
C13 0.50991 -1.89888 4.12401  -0.09
C14 0.82229 -3.40217 3.72661  -0.24
C15 2.01497 -3.46906 2.94112  -0.24
C16 1.79059 -3.18715 1.42229  -0.05
N3 2.89689 -3.64826 0.35039  -0.21
C17 2.80830 -3.00922 -1.04170  -0.07
C18 2.86106 -4.25425 -2.06722  -0.13
C19 3.41594 -5.42573 -1.24434  -0.13
C20 2.86684 -5.23570 0.24243  -0.01
C21 4.20474 -3.11292 0.96911  0.00
H15 -0.48867 -1.70411 4.51516  0.05
H16 0.60016 -1.10800 3.37939  0.04
H17 1.20522 -1.64101 4.92286  0.08
H18 0.05423 -3.87349 3.11338  0.11
H19 0.83354 -3.96147 4.66210  0.13
H20 2.46700 -4.42775 3.19544  0.13
H21 2.73897 -2.81157 3.42240  0.11
H22 1.63530 -2.15594 1.10514  0.10
H23 0.94390 -3.74250 1.01880  0.10
H24 3.65619 -2.36474 -1.27370  0.11
H25 1.83958 -2.52149 -1.15032  0.10
H26 3.32585 -4.09081 -3.03952  0.12
H27 1.83903 -4.56813 -2.27943  0.09
H28 4.48416 -5.22093 -1.17320  0.10
H29 3.36834 -6.40425 -1.72220  0.13
H30 3.56429 -5.67766 0.95400  0.13
H31 1.81100 -5.45813 0.39674  0.11
H32 4.20432 -2.02605 0.88658  0.07
H33 5.04398 -3.39478 0.33324  0.10
H34 4.41168 -3.53304 1.95338  0.10
C22 0.38673 1.11003 -0.77256  -0.26
O1 1.46423 0.17822 -0.63070  -0.40
H35 -0.32570 1.02549 0.04805  0.04
H36 0.58624 2.18161 -0.76935  0.05
H37 -0.04974 0.82152 -1.72878  0.07
Cl1 -1.44332 4.41100 3.14000  0.61
C23 0.07135 3.51838 2.83300  -0.63
C24 -0.16985 2.01633 3.08137  -0.77
Cl2 -0.30107 1.56224 4.69737  0.69
H38 0.93855 3.93434 3.34589  0.07
H39 0.21086 3.64811 1.75978  0.05
H40 0.59478 1.33605 2.70632  0.03
H41 -1.07882 1.75810 2.53805  0.04
C25 -2.43660 -8.51098 -1.59697  -0.07
C26 -3.74026 -8.56243 -1.90437  -0.03
C27 -4.34857 -7.33264 -2.05698  0.00
C28 -3.73287 -6.16289 -1.75791  -0.09
C29 -2.36587 -6.18631 -1.51806  -0.10
C30 -1.68890 -7.35689 -1.38105  0.00
C31 -1.59085 -4.88005 -1.28168  -0.22
O2 -0.44174 -4.75404 -0.87185  0.04
C32 -2.29228 -3.59697 -1.74893  -0.08
C33 -1.55834 -2.48614 -2.11357  -0.01
C34 -2.22331 -1.30325 -2.61392  -0.07
C35 -3.57924 -1.25817 -2.68790  -0.08
C36 -4.33674 -2.33627 -2.28542  0.00
C37 -3.74691 -3.56297 -1.92680  -0.03
C38 -4.53599 -4.89347 -1.88070  -0.24
O3 -5.74743 -4.86214 -2.03913  0.12
H42 -1.84036 -9.40947 -1.53681  0.12
H43 -4.24105 -9.48431 -2.16078  0.13
H44 -5.33142 -7.40776 -2.49829  0.14
H45 -0.63613 -7.42873 -1.15102  0.12
H46 -0.48661 -2.44346 -1.98721  0.09
H47 -1.63536 -0.63109 -3.22130  0.10
H48 -4.19937 -0.47495 -3.09829  0.12
H49 -5.37281 -2.32803 -2.59021  0.13
C39 -2.51599 -1.10976 2.72888  -0.06
C40 -2.39742 -0.90924 1.34174  -0.05
C41 -2.77388 0.24340 0.65683  -0.03
C42 -3.37692 1.24494 1.40135  -0.12
C43 -3.61726 1.09689 2.78240  -0.06
C44 -3.23968 -0.14537 3.45227  0.02
C45 -4.45614 2.06850 3.62505  -0.25
O4 -4.72665 1.78190 4.84226  0.05
C46 -5.12191 3.13305 2.92631  -0.11
C47 -6.05885 3.86014 3.68430  0.02
C48 -6.95875 4.70201 3.02865  -0.01
C49 -6.75392 4.90606 1.62451  -0.03
C50 -5.71872 4.27200 0.99937  -0.05
C51 -4.89869 3.32291 1.51154  -0.07
C52 -3.97825 2.43121 0.68406  -0.22
O5 -3.85530 2.58683 -0.55190  0.06
H50 -2.08810 -1.94330 3.26602  0.09
H51 -2.21285 -1.84847 0.84156  0.10
H52 -2.68225 0.43522 -0.40204  0.10
H53 -3.55026 -0.35414 4.46536  0.12
H54 -6.22710 3.59130 4.71668  0.12
H55 -7.79552 5.13720 3.55479  0.11
H56 -7.41333 5.55383 1.06596  0.11
H57 -5.60496 4.35833 -0.07115  0.12

Calculated values
E_HOMO	-0.503	hartree
largest force on an atom	4.4	eV/A
charge	+3
lowest unoccupied orbital energy	-9.2824	eV
ΔE to the lowest compared entry with this formula, charge and spin	291.1	kJ/mol



[2]
Entry from the OMol25 dataset: C52H58BaClN5O9S2 as an isolated structure (wB97M-V/def2-TZVPD).

Last column: Löwdin charge in e.
Atoms and positions in Å:
Ba1 0.49119 -0.29806 0.83060  2.04
C1 2.69308 -6.03004 -1.39961  -0.08
C2 3.08991 -4.98582 -2.45182  -0.18
C3 3.13747 -3.64408 -1.75986  -0.14
C4 4.16722 -3.11026 -1.08772  -0.15
C5 5.51692 -3.69864 -0.91089  -0.19
C6 6.53450 -3.51975 -2.07341  -0.08
C7 3.61658 -1.85723 -0.46955  -0.22
C8 4.46761 -1.02229 0.38187  0.06
C9 4.11237 0.19079 0.92076  -0.26
C10 5.13298 1.13216 1.46199  -0.11
C11 6.59703 0.85228 1.67993  -0.20
C12 7.06828 0.99521 3.12137  -0.09
C13 4.46918 2.30842 1.62521  -0.13
C14 3.10442 2.07905 1.20168  -0.30
C15 2.10244 3.01996 1.19043  0.02
C16 0.95241 3.08072 0.42293  -0.29
N1 0.46928 2.12991 -0.37675  -0.03
C17 -0.57678 2.62059 -1.13601  -0.25
C18 -1.16966 1.85535 -2.08867  0.04
C19 -0.76682 0.56072 -2.45384  -0.24
N2 0.03556 -0.36576 -1.80981  -0.02
C20 0.03544 -1.47455 -2.60947  -0.27
C21 0.90537 -2.57871 -2.50454  0.06
C22 2.02973 -2.63900 -1.68059  -0.23
N3 2.36756 -1.65149 -0.81008  0.03
C23 -0.79686 -1.32861 -3.79572  -0.17
C24 -1.29023 -0.05915 -3.63408  -0.13
C25 -2.28193 0.65765 -4.57909  -0.22
C26 -1.71220 1.70150 -5.47419  -0.13
C27 -1.07826 -2.34086 -4.84328  -0.22
C28 -0.16168 -2.24903 -6.07462  -0.08
C29 -0.85250 3.94590 -0.66374  -0.15
C30 0.09282 4.26953 0.25638  -0.14
C31 0.14699 5.52042 1.09685  -0.22
C32 1.00114 6.62045 0.49934  -0.11
C33 -2.00309 4.88769 -1.07161  -0.16
C34 -3.16397 4.52509 -0.09900  -0.08
N4 2.95028 0.83554 0.87746  -0.03
C35 5.00700 3.62728 2.15830  -0.18
C36 4.81401 3.62706 3.68300  -0.10
H1 2.31802 -7.01484 -1.75603  0.08
H2 1.95190 -5.59168 -0.76695  0.04
H3 3.56291 -6.28611 -0.77575  0.07
H4 2.33106 -4.92857 -3.29080  0.11
H5 4.06625 -5.10578 -2.93888  0.09
H6 5.38183 -4.76405 -0.71813  0.10
H7 5.94327 -3.33144 0.03082  0.09
H8 6.32108 -4.21346 -2.84850  0.04
H9 7.53628 -3.68689 -1.72470  0.05
H10 6.47891 -2.54606 -2.52733  0.07
H11 5.44633 -1.45235 0.56082  0.07
H12 7.14483 1.60016 1.08866  0.11
H13 6.79290 -0.10331 1.21623  0.08
H14 6.94204 2.05068 3.32966  0.05
H15 8.14801 0.73771 3.10333  0.07
H16 6.57454 0.33751 3.81795  0.07
H17 2.34032 3.90662 1.69390  0.08
H18 -2.01331 2.24637 -2.68222  0.11
H19 0.76330 -3.41047 -3.13230  0.08
H20 -3.17600 1.06774 -4.03686  0.11
H21 -2.62647 -0.06724 -5.29469  0.08
H22 -2.47651 2.30864 -5.94894  0.06
H23 -1.04223 1.24365 -6.23266  0.07
H24 -1.07236 2.38231 -4.84305  0.08
H25 -2.12553 -2.28109 -5.17209  0.11
H26 -0.94796 -3.32339 -4.40952  0.10
H27 -0.26481 -1.32417 -6.58983  0.05
H28 -0.46216 -3.06579 -6.68327  0.05
H29 0.87796 -2.36917 -5.72900  0.08
H30 0.48261 5.23161 2.09807  0.11
H31 -0.79784 6.04728 1.29607  0.11
H32 2.09015 6.41583 0.59226  0.08
H33 0.74213 7.54231 0.98526  0.05
H34 0.63491 6.74589 -0.53389  0.08
H35 -2.25506 4.75289 -2.11727  0.09
H36 -1.69365 5.95419 -0.95631  0.10
H37 -3.47540 3.50119 -0.14052  0.06
H38 -4.10009 5.11497 -0.12857  0.07
H39 -2.71928 4.60403 0.91881  0.08
H40 4.39713 4.45301 1.84186  0.08
H41 6.03737 3.72827 1.82599  0.10
H42 3.76223 3.80200 3.94556  0.08
H43 5.43764 4.40332 4.10341  0.06
H44 5.08039 2.65516 4.07231  0.05
O1 -0.49626 1.59109 2.62433  -0.17
H45 -1.28216 1.08222 2.90832  0.04
H46 -0.83859 2.39199 2.21673  0.04
O2 -3.10069 -2.77011 -2.10691  -0.06
H47 -2.52494 -2.83489 -1.29646  0.03
H48 -2.48434 -2.60418 -2.80685  -0.03
O3 -2.43176 -0.89225 1.75610  -0.12
H49 -3.35825 -0.95935 1.99304  -0.01
H50 -2.26943 -1.65944 1.21275  -0.02
O4 0.81896 5.18391 9.12908  0.01
C37 1.00127 4.16351 9.59382  -0.01
O5 -5.31563 0.74613 -1.72883  0.03
C38 -5.52052 0.06658 -0.87040  0.00
O6 -7.63425 5.02604 3.15654  -0.34
S1 -7.79205 3.80711 3.94858  0.65
O7 -8.38800 4.01161 5.27328  -0.36
N5 -6.34167 3.05098 4.18814  -0.10
C39 -6.27759 1.93954 3.51389  -0.93
S2 -4.99626 0.88540 3.38125  0.58
C40 -7.56065 1.56550 2.87307  -0.26
C41 -7.80553 0.44414 2.07247  -0.04
C42 -9.11524 0.26922 1.57092  -0.07
C43 -10.12091 1.19646 1.86971  -0.09
C44 -9.82121 2.36066 2.60080  -0.06
C45 -8.55183 2.49792 3.04145  -0.26
H51 -7.01042 -0.26203 1.85028  0.07
H52 -9.34357 -0.53698 0.91011  0.09
H53 -11.12546 1.03532 1.51025  0.09
H54 -10.60234 3.11965 2.67613  0.12
Cl1 0.16739 -9.32165 0.70645  0.56
C46 0.15821 -7.53178 0.82222  -0.61
C47 -0.67203 -6.88646 -0.07542  -0.13
C48 -0.72472 -5.49242 -0.07397  0.02
C49 0.06871 -4.82262 0.90792  -0.15
C50 0.87679 -5.52082 1.76163  -0.05
C51 1.03383 -6.89507 1.78514  -0.07
C52 -0.11223 -3.36179 1.12122  -0.65
O8 0.59779 -2.72063 1.92740  -0.18
O9 -1.00870 -2.80719 0.38395  -0.16
H55 -1.27479 -7.45515 -0.72975  0.08
H56 -1.38488 -4.84164 -0.69751  0.12
H57 1.36293 -4.91214 2.52479  0.12
H58 1.60861 -7.50384 2.48133  0.10

Calculated values
E_HOMO	-0.079	hartree
largest force on an atom	3.6	eV/A
charge	-2
lowest unoccupied orbital energy	3.5231	eV
ΔE to the lowest compared entry with this formula, charge and spin	43.7	kJ/mol



> Which value of charge does entry 1 give?

+3